No. 1
This record from OMol25 describes a molecular structure, C22H48ClMgN2O11P2. The level of theory is ωB97M-V/def2-TZVPD.

The geometry in XYZ format:
```
87
Properties=species:S:1:pos:R:3:forces:R:3:lowdin_charge:R:1
C -1.2288 -3.6047 1.7558 -0.369 0.095 -0.502 -0.08
C -0.7991 -4.3526 0.5058 -0.499 0.591 0.958 -0.50
O 0.1936 -3.6612 -0.2280 -1.112 0.109 -0.454 -0.15
C -0.0934 -3.4531 -1.5796 0.228 -0.113 -0.541 -0.14
C -0.3972 -1.9662 -1.8169 1.072 0.384 0.553 -0.28
C 0.8433 -1.1346 -1.3779 -0.460 0.173 0.167 -0.09
C 2.0760 -1.3168 -2.2600 0.207 0.302 -0.131 -0.20
C 3.3114 -0.6126 -1.6547 -0.222 -0.405 -1.016 -0.18
P 4.2301 -1.6321 -0.4495 -0.825 -0.213 1.824 0.47
O 3.9291 -1.1268 0.8896 -0.023 0.485 0.100 -0.24
O 5.7803 -1.7394 -0.7898 -0.609 0.354 -0.307 -0.20
C 6.5373 -0.5190 -0.5947 1.273 0.178 -0.613 -0.23
C 6.4967 0.3824 -1.8431 -0.798 -0.450 0.618 -0.07
O 3.6717 -3.1227 -0.5848 0.780 0.473 -1.165 -0.21
C 4.3113 -3.9692 -1.5714 -0.457 -0.826 -0.006 -0.25
C 3.2944 -4.9623 -2.1459 0.476 0.622 0.106 -0.06
N -0.5366 -1.5525 -3.2450 -0.914 -0.251 -1.147 0.19
C -1.3679 -0.6012 -3.4291 -0.074 1.007 0.762 0.04
C -2.0494 -0.1867 -2.1650 -0.029 -1.290 -0.544 -0.21
P -1.6766 1.5038 -1.5291 0.373 1.627 -0.544 0.43
O -1.0816 2.3261 -2.5757 0.204 -0.407 -0.415 -0.22
O -3.0573 2.1003 -1.0321 0.189 -1.138 0.336 -0.07
O -0.8042 1.3850 -0.2089 -0.393 -0.447 -0.143 -0.09
C -1.7360 -1.4424 -1.2701 -1.029 1.058 0.432 -0.18
C -2.9504 -2.3986 -1.2719 -0.033 0.011 -0.326 -0.10
C -3.1385 -3.2767 -2.4670 0.162 -0.606 -0.118 -0.21
N -3.3796 -4.5214 -2.3254 0.397 0.098 0.193 0.06
H -2.0470 -4.1245 2.2544 0.131 -0.148 0.107 0.09
H -1.5911 -2.6097 1.4841 0.149 0.112 0.010 0.07
H -0.3842 -3.5705 2.4275 0.022 0.149 0.149 0.02
H -0.3891 -5.3289 0.8066 0.109 -0.198 0.082 -0.02
H -1.7634 -4.4976 -0.0637 1.051 2.566 0.404 -0.06
H 0.8017 -3.7348 -2.1364 0.005 0.088 -0.169 0.11
H -0.8975 -4.0940 -1.9494 -0.004 0.041 -0.020 0.08
H 1.0560 -1.2580 -0.3162 0.023 -0.382 0.013 0.15
H 0.5329 -0.0969 -1.5052 0.179 0.069 0.038 0.09
H 1.8998 -0.8178 -3.2180 -0.113 -0.033 -0.047 0.11
H 2.3004 -2.3543 -2.4987 -0.025 -0.100 0.198 0.09
H 3.9185 -0.2920 -2.4989 0.267 -0.048 0.106 0.08
H 2.9575 0.2961 -1.1712 0.316 0.020 0.321 0.10
H 6.2509 -0.0030 0.3173 -0.320 -0.131 0.039 0.11
H 7.5677 -0.8409 -0.4693 -0.063 -0.281 0.185 0.12
H 5.7851 1.1872 -1.6652 0.135 0.245 -0.271 0.07
H 6.1174 -0.2296 -2.6593 0.200 0.089 -0.239 0.07
H 7.4747 0.7668 -2.1081 0.032 0.135 0.072 0.08
H 5.1067 -4.5043 -1.0606 0.127 0.085 -0.004 0.13
H 4.7327 -3.4034 -2.4029 0.178 0.240 0.203 0.11
H 2.9127 -4.5646 -3.0880 -0.274 -0.143 -0.016 0.06
H 2.4927 -5.1182 -1.4266 0.022 -0.238 0.052 0.06
H 3.8216 -5.8869 -2.3644 -0.228 -0.196 -0.010 0.08
H -0.0508 -1.9054 -4.0642 0.390 -0.344 0.382 0.20
H -1.5771 -0.1544 -4.3925 0.273 -0.046 -0.138 0.17
H -3.1078 -0.1081 -2.4374 -0.109 -0.041 0.203 0.14
H -3.3675 1.6126 -0.2525 -0.342 0.427 0.169 0.10
H 0.1210 1.5522 -0.4372 0.124 0.146 0.344 0.10
H -1.7031 -1.0472 -0.2562 0.684 -0.403 0.181 0.14
H -3.8431 -1.7701 -1.2112 -0.056 0.025 0.134 0.14
H -2.9738 -3.0349 -0.3910 0.061 0.104 0.093 0.10
H -3.0319 -2.8819 -3.4818 -0.187 0.299 0.122 0.13
H -3.4629 -4.9813 -3.2304 -0.189 -0.140 0.050 0.07
C 0.5444 6.1059 2.0877 -0.087 0.078 -0.038 -0.11
O -0.8636 6.0272 2.0967 0.044 -0.122 0.242 -0.19
C -1.3416 4.7782 1.6423 -0.013 0.304 -0.108 -0.21
C -2.7252 4.4987 2.1885 -0.076 -0.076 0.007 -0.19
O -2.7451 4.0813 3.5421 0.029 -0.041 -0.058 -0.13
C -2.4729 5.0647 4.5354 0.013 -0.079 0.168 -0.18
C -3.5910 6.0613 4.7389 0.175 0.298 -0.062 -0.20
O -3.6006 7.0265 3.7001 -0.117 -0.224 -0.217 -0.20
C -4.8818 7.5753 3.4820 0.131 0.070 0.044 -0.11
H 0.9353 6.0534 1.0647 0.072 -0.045 0.025 0.09
H 0.8247 7.0618 2.5247 -0.035 0.030 -0.046 0.09
H 0.9850 5.3059 2.6940 0.038 -0.030 -0.067 0.09
H -0.6637 3.9718 1.9521 -0.014 -0.025 0.003 0.12
H -1.3868 4.8088 0.5426 -0.004 -0.208 -0.019 0.13
H -3.1317 3.6515 1.6274 0.010 -0.022 0.015 0.11
H -3.3931 5.3459 2.0233 0.137 0.125 -0.003 0.12
H -1.5234 5.5664 4.3455 -0.079 0.142 -0.103 0.12
H -2.3604 4.5024 5.4645 -0.043 -0.053 -0.030 0.13
H -3.4339 6.5860 5.6905 -0.083 -0.156 0.105 0.13
H -4.5485 5.5290 4.7790 0.003 -0.021 0.015 0.13
H -5.6077 6.7911 3.2365 -0.048 0.018 0.072 0.09
H -4.8109 8.2572 2.6369 0.049 0.029 0.028 0.09
H -5.2257 8.1319 4.3605 -0.099 -0.024 -0.019 0.09
Cl 1.5603 -5.0570 1.8500 0.151 -0.599 0.909 0.08
Mg -2.0831 -5.9747 -0.5969 -0.732 -2.698 -0.863 0.86
O -0.6055 -5.4235 3.9838 0.431 0.059 -0.710 -0.22
H 0.1090 -5.0732 4.5384 0.065 -0.116 -0.111 -0.05
```
Forces are in eV/Å.

Its total charge is +1. The total energy is -85627.277 eV. Its frontier orbital gap is 2.907 eV. For the LUMO energy, the calculation gives -5.8 eV.

---

No. 2
This record from OMol25 describes 10 unconnected molecules or ions with the total composition C22H48F4N11O20. The level of theory is ωB97M-V/def2-TZVPD.

The geometry in XYZ format:
```
105
Properties=species:S:1:pos:R:3:forces:R:3:lowdin_charge:R:1
C 0.0895 -2.9754 -0.3388 2.109 1.825 -1.036 -0.03
C 0.8911 -2.0920 -1.1029 -1.343 -0.475 0.500 -0.13
C 0.5913 -1.6982 -2.6552 1.845 -2.308 0.826 -0.17
N -0.8363 -1.6187 -2.9978 0.995 1.163 0.895 -0.19
N -1.0329 -2.3489 -4.1622 0.335 -1.320 -1.999 0.02
C -1.5037 -0.3171 -2.8993 -1.054 2.288 0.953 -0.22
C -0.7127 0.8264 -2.0536 0.157 1.056 -0.269 -0.10
C 0.3114 1.7067 -2.9660 1.411 -0.768 0.884 -0.16
C 1.5655 2.1662 -2.0218 0.344 0.291 0.083 -0.21
C 2.9912 1.6737 -2.6092 -0.204 0.125 0.546 -0.22
C 3.3725 2.4324 -3.9767 -0.225 -0.440 -0.085 -0.25
C 3.1025 4.0189 -3.9583 0.058 0.039 -0.495 -0.13
C -1.8827 0.3912 -4.3082 -3.979 2.842 -5.087 -0.50
O -1.1160 0.3472 -5.3501 -0.409 -0.937 3.902 -0.10
O -3.0959 1.0618 -4.5152 4.774 -3.055 2.802 -0.19
C -2.8330 -0.6068 -1.9804 1.082 0.102 -0.704 -0.27
F -2.3512 -1.0452 -0.6882 -1.393 0.734 -1.993 0.00
F -3.6430 0.5320 -1.7454 1.305 -2.294 -0.098 0.03
C -3.7970 -1.7581 -2.5233 -2.332 -0.352 0.684 -0.16
F -3.3024 -3.0949 -2.3366 -0.661 2.809 -0.946 -0.01
F -4.2773 -1.5377 -3.8659 1.790 -0.934 2.840 0.01
H 0.0034 -2.7390 0.7860 0.659 -1.241 -1.856 0.04
H -0.3791 -3.8890 -0.8279 -0.262 1.885 0.694 0.07
H 1.8040 -1.5504 -0.6473 -2.068 -0.352 -0.327 0.10
H 1.0094 -2.6101 -3.2409 -0.818 1.521 0.698 0.13
H 1.2587 -0.8287 -2.9686 -1.163 -0.863 0.550 0.09
H -0.3764 -2.0564 -4.9172 -1.145 0.304 0.574 0.09
H -1.9930 -2.3514 -4.5176 0.534 0.369 0.424 0.08
H -0.1977 0.4017 -1.1115 -0.632 0.368 -1.753 0.11
H -1.4337 1.6307 -1.6328 0.722 -1.667 -0.800 0.13
H 0.7814 1.0796 -3.8074 -1.059 0.843 1.169 0.09
H -0.1909 2.5985 -3.4675 0.479 -1.294 0.811 0.12
H 1.4960 1.7056 -0.9618 -0.135 0.634 -1.660 0.10
H 1.5286 3.3163 -1.8443 0.426 -2.409 -0.582 0.06
H 3.8180 1.7930 -1.7973 -1.657 0.015 -1.582 0.08
H 2.9146 0.5305 -2.7799 0.173 1.779 0.036 0.10
H 4.4700 2.2490 -4.2779 -1.627 0.117 0.618 0.09
H 2.7204 1.9432 -4.7997 1.079 0.930 1.202 0.11
H 2.1759 4.2459 -4.6108 1.356 -0.204 1.342 0.08
H 2.9835 4.4627 -2.9053 0.036 -0.798 -1.614 0.07
H 3.9780 4.5739 -4.4440 -1.142 -0.792 0.614 0.06
H -4.7562 -1.7111 -1.8767 1.511 -0.120 -1.037 0.16
C 8.0773 1.8839 -1.7799 0.118 0.267 0.036 0.04
N 6.6260 1.6013 -1.9255 -0.220 0.262 -0.067 -0.42
O 5.8631 2.5532 -1.9204 0.589 -0.515 0.035 0.05
O 6.3026 0.4284 -2.0406 0.052 0.485 0.009 0.05
H 8.2191 2.9593 -1.6879 -0.153 -0.146 -0.017 0.10
H 8.4224 1.3726 -0.8851 -0.147 -0.007 -0.250 0.07
H 8.5765 1.5040 -2.6705 -0.082 -0.054 0.285 0.07
C 10.5331 -0.7555 1.2517 -0.111 -0.351 -0.046 0.04
N 10.7041 0.5695 0.6004 0.111 0.241 -0.140 -0.43
O 10.4324 0.6500 -0.5877 0.396 0.028 0.643 0.04
O 11.1043 1.4817 1.3041 -0.219 -0.395 -0.437 0.07
H 10.1735 -1.4669 0.5105 0.045 0.196 0.045 0.10
H 11.5052 -1.0590 1.6385 -0.130 0.126 0.067 0.10
H 9.8073 -0.6354 2.0552 0.178 0.037 -0.017 0.10
C -4.8922 -0.1223 1.5662 -0.111 0.354 -0.226 0.06
N -4.0190 -0.6935 2.6230 0.075 0.202 -0.174 -0.41
O -3.1056 0.0017 3.0341 -0.368 -0.571 0.095 0.06
O -4.2823 -1.8252 3.0045 0.236 0.413 0.121 0.04
H -4.5448 0.8807 1.3258 0.097 -0.223 0.048 0.10
H -4.8224 -0.7729 0.6951 0.000 0.024 0.134 0.09
H -5.9079 -0.0950 1.9609 0.172 -0.138 -0.058 0.07
C -5.1776 -0.9649 6.5910 0.139 -0.197 -0.016 0.04
N -5.0198 0.5071 6.7200 0.127 0.208 0.003 -0.44
O -4.3431 0.9204 7.6490 -0.347 0.015 -0.444 0.05
O -5.5808 1.1968 5.8844 0.297 -0.232 0.486 0.06
H -4.6287 -1.4491 7.3966 -0.087 0.167 -0.080 0.10
H -6.2389 -1.1880 6.6603 0.218 0.147 -0.170 0.06
H -4.7741 -1.2549 5.6203 -0.116 0.074 0.015 0.09
C -9.6075 -2.7031 8.2423 -0.158 0.327 0.109 0.05
N -8.3523 -3.3506 7.7791 0.182 -0.203 -0.077 -0.43
O -7.3693 -2.6373 7.6436 -0.488 -0.626 0.106 0.04
O -8.3969 -4.5499 7.5679 0.141 0.666 0.064 0.07
H -9.4208 -1.6408 8.3891 0.071 -0.182 -0.058 0.10
H -10.3614 -2.8596 7.4717 0.069 -0.110 0.134 0.10
H -9.8953 -3.1777 9.1796 -0.015 -0.057 -0.184 0.10
C -0.2508 -1.4027 4.3263 -0.276 0.014 0.210 0.04
N 0.6313 -2.1121 3.3655 0.180 -0.151 -0.102 -0.45
O 0.7066 -3.3277 3.4615 0.087 0.507 -0.149 0.05
O 1.2138 -1.4226 2.5472 -0.165 -0.413 0.378 0.05
H -0.7063 -2.1338 4.9917 0.113 0.027 -0.169 0.09
H 0.3671 -0.7028 4.8878 -0.057 0.009 -0.185 0.10
H -1.0122 -0.8818 3.7456 0.138 0.036 0.084 0.07
C 7.8961 -1.0922 -5.7070 0.060 -0.339 0.150 0.04
N 8.0670 0.3778 -5.5737 -0.113 0.315 -0.092 -0.43
O 8.7659 0.7816 -4.6556 -0.235 -0.053 -0.533 0.04
O 7.4953 1.0745 -6.3925 0.412 -0.304 0.520 0.08
H 8.4578 -1.5839 -4.9149 -0.075 0.183 -0.075 0.09
H 6.8321 -1.3083 -5.6171 0.098 0.077 -0.121 0.11
H 8.2771 -1.3796 -6.6863 -0.168 0.092 0.049 0.10
C -0.8534 6.2670 0.0577 -0.224 -0.004 0.271 0.04
N 0.0162 5.5549 -0.9145 0.133 -0.380 -0.170 -0.42
O 0.0955 4.3426 -0.8114 -0.307 1.035 0.083 0.06
O 0.5883 6.2405 -1.7470 -0.225 -0.329 0.376 0.06
H -1.2949 5.5369 0.7336 0.117 0.028 -0.169 0.09
H -0.2268 6.9704 0.6050 -0.077 0.010 -0.168 0.10
H -1.6261 6.7840 -0.5101 0.175 0.029 0.035 0.10
C -7.3429 -3.4538 3.1528 0.208 -0.092 0.310 0.04
N -7.9249 -2.3353 2.3657 -0.092 0.131 -0.171 -0.43
O -7.6647 -1.1986 2.7294 -0.326 -0.427 -0.210 0.04
O -8.6212 -2.6367 1.4116 0.342 0.286 0.491 0.07
H -6.7498 -3.0393 3.9659 -0.068 0.030 -0.200 0.08
H -8.1700 -4.0471 3.5414 0.064 0.001 -0.186 0.10
H -6.7181 -4.0390 2.4792 -0.151 0.034 0.044 0.11
```
Forces are in eV/Å.

Its total charge is -1. The total energy is -91773.126 eV. Its frontier orbital gap is 4.583 eV. For the LUMO energy, the calculation gives 0.6 eV.